Formula: C18H28N8O6Pb
Source: the OMol25 dataset
Level of theory: wB97M-V/def2-TZVPD

Last column: Mulliken charge in e.
Element x y z (Å)
1 Pb -0.90 -0.11 0.08  1.17
2 C 1.86 3.77 0.08  -1.11
3 N 2.17 2.85 -1.01  0.13
4 C 2.42 3.43 -2.32  -0.99
5 C 1.96 1.53 -0.83  0.91
6 O 1.68 1.05 0.27  -0.80
7 C 2.13 0.68 -2.09  -1.09
8 O 1.85 -0.70 -1.95  -0.12
9 C 2.79 -1.42 -1.19  -0.67
10 C 2.19 -2.77 -0.82  0.76
11 O 1.08 -3.11 -1.21  -0.68
12 N 2.98 -3.57 -0.07  0.15
13 C 2.53 -4.92 0.26  -1.08
14 C 4.27 -3.17 0.46  -0.93
15 H 2.73 4.38 0.32  0.33
16 H 1.57 3.20 0.95  0.28
17 H 1.02 4.42 -0.20  0.45
18 H 2.60 4.49 -2.20  0.34
19 H 1.56 3.30 -2.99  0.34
20 H 3.30 2.98 -2.78  0.35
21 H 3.15 0.81 -2.49  0.57
22 H 1.42 1.03 -2.84  0.32
23 H 3.06 -0.88 -0.29  0.33
24 H 3.70 -1.61 -1.78  0.29
25 H 1.49 -5.01 -0.05  0.29
26 H 2.60 -5.08 1.34  0.37
27 H 3.13 -5.67 -0.25  0.34
28 H 4.25 -2.13 0.79  0.35
29 H 5.07 -3.29 -0.28  0.28
30 H 4.51 -3.79 1.32  0.34
31 N -2.20 -1.33 -1.81  -0.40
32 C -1.55 -0.88 -3.05  -0.62
33 C -1.37 0.66 -3.04  0.53
34 O -1.41 1.27 -4.11  -0.76
35 N -1.17 1.15 -1.82  -0.12
36 C -1.21 2.58 -1.62  -0.06
37 C -1.75 2.94 -0.22  0.40
38 O -2.11 4.10 -0.02  -0.75
39 O -1.75 2.00 0.66  -0.56
40 H -2.16 -2.33 -1.70  0.22
41 H -3.15 -1.00 -1.78  0.22
42 H -2.11 -1.14 -3.95  0.37
43 H -0.56 -1.33 -3.10  0.19
44 H -1.81 3.07 -2.39  0.52
45 H -0.20 3.02 -1.67  -0.41
46 N -4.53 -1.09 3.02  -0.12
47 C -5.17 -1.71 1.98  -0.68
48 C -4.32 -1.61 0.93  -0.53
49 N -3.18 -0.95 1.29  0.30
50 C -3.32 -0.64 2.57  0.10
51 C -2.40 0.08 3.43  0.03
52 N -1.11 0.20 3.24  -0.21
53 C -0.64 1.01 4.24  -0.35
54 C -1.67 1.38 5.06  -0.48
55 N -2.78 0.77 4.54  -0.10
56 H -4.87 -1.02 3.96  0.21
57 H -6.15 -2.14 2.09  0.40
58 H -4.47 -1.97 -0.08  0.40
59 H 0.40 1.28 4.29  0.42
60 H -1.71 2.00 5.93  0.41
61 H -3.72 0.92 4.86  0.20

## Properties
ΔE to the lowest compared entry with this formula, charge and spin	8.7	kcal/mol
max |F|	0.82	eV/Å
orbital gap	7.72	eV
HOMO	-7.5	eV
energy	-48575.82436	eV



Formula: C31H42N4O2PdSSi
Source: the OMol25 dataset
Level of theory: wB97M-V/def2-TZVPD

Last column: Mulliken charge in e.
Element x y z (Å)
1 Pd -0.45 0.84 -0.32  -0.31
2 C -0.32 3.91 -3.57  -1.51
3 C -0.07 2.93 -2.47  0.81
4 N -1.04 2.48 -1.74  0.19
5 O -2.29 3.04 -2.07  -0.63
6 C 1.32 2.49 -2.21  -0.20
7 C 2.47 3.00 -3.00  -1.82
8 N 1.45 1.61 -1.24  1.16
9 O 2.62 1.12 -0.98  -0.94
10 H -1.23 3.66 -4.10  0.41
11 H 0.52 3.93 -4.27  0.40
12 H -0.44 4.92 -3.17  0.29
13 H -2.88 2.66 -1.40  0.37
14 H 2.58 4.08 -2.92  0.36
15 H 2.40 2.75 -4.06  0.36
16 H 3.37 2.53 -2.60  0.39
17 C 1.99 3.32 4.81  -0.98
18 C 3.33 3.29 4.08  -0.70
19 C 3.47 2.20 3.02  -0.15
20 C 2.50 2.31 1.85  -1.01
21 N 1.13 1.88 2.15  0.30
22 C 0.47 0.74 1.92  -0.44
23 S -1.26 0.75 2.08  -0.29
24 N 1.12 -0.43 1.69  1.26
25 C 2.53 -0.76 1.87  -0.49
26 C 2.89 -1.24 3.28  -0.76
27 C 2.69 -2.74 3.51  -0.92
28 C 1.27 -3.23 3.28  -0.69
29 H 2.04 3.95 5.70  0.39
30 H 1.70 2.31 5.13  0.21
31 H 1.19 3.71 4.19  0.21
32 H 4.14 3.17 4.81  0.40
33 H 3.51 4.27 3.61  0.33
34 H 3.36 1.22 3.50  -0.15
35 H 4.48 2.23 2.61  0.37
36 H 2.84 1.77 0.96  0.06
37 H 2.41 3.35 1.54  0.70
38 H 0.47 2.61 2.39  0.29
39 H 0.47 -1.22 1.68  -0.65
40 H 3.12 0.11 1.58  0.18
41 H 2.77 -1.52 1.13  0.52
42 H 2.29 -0.68 4.00  0.29
43 H 3.93 -0.99 3.47  0.37
44 H 3.00 -2.98 4.53  0.41
45 H 3.37 -3.29 2.85  0.35
46 H 0.55 -2.62 3.83  0.31
47 H 1.14 -4.26 3.61  0.45
48 H 0.99 -3.21 2.23  -0.09
49 C 0.37 -1.56 -5.16  -0.54
50 C -1.01 -1.68 -5.09  -0.71
51 C -1.66 -1.46 -3.88  -0.48
52 C -0.94 -1.12 -2.73  0.60
53 C 0.45 -1.02 -2.82  -0.29
54 C 1.10 -1.23 -4.03  -0.73
55 Si -1.80 -0.86 -1.08  0.80
56 C -3.61 -0.48 -1.36  0.58
57 C -3.98 0.39 -2.39  -0.19
58 C -5.31 0.68 -2.64  -0.86
59 C -6.30 0.10 -1.87  -0.50
60 C -5.96 -0.78 -0.86  -0.71
61 C -4.62 -1.07 -0.61  -0.51
62 C -1.62 -2.42 -0.05  0.41
63 C -1.02 -3.54 -0.62  -0.14
64 C -0.97 -4.76 0.06  -0.79
65 C -1.53 -4.86 1.32  -0.58
66 C -2.12 -3.75 1.91  -0.92
67 C -2.16 -2.54 1.24  -0.06
68 H 0.88 -1.73 -6.10  0.37
69 H -1.58 -1.95 -5.97  0.41
70 H -2.74 -1.55 -3.84  0.47
71 H 1.05 -0.76 -1.96  0.18
72 H 2.18 -1.13 -4.08  0.48
73 H -3.22 0.84 -3.02  0.68
74 H -5.57 1.36 -3.45  0.42
75 H -7.34 0.32 -2.07  0.38
76 H -6.73 -1.25 -0.26  0.43
77 H -4.38 -1.77 0.18  0.33
78 H -0.59 -3.48 -1.61  0.42
79 H -0.51 -5.62 -0.40  0.41
80 H -1.50 -5.81 1.85  0.40
81 H -2.55 -3.83 2.90  0.43
82 H -2.60 -1.69 1.72  0.39

## Properties
ΔE to the lowest compared entry with this formula, charge and spin	29.0	kcal/mol
max |F|	1.57	eV/Å
orbital gap	6.32	eV
HOMO	-6.9	eV
energy	-65074.65062	eV



Formula: C4H8O3
Source: the OMol25 dataset
Level of theory: wB97M-V/def2-TZVPD

Last column: Mulliken charge in e.
Element x y z (Å)
1 O 0.59 -1.04 2.65  -0.38
2 C 0.20 -1.05 1.53  0.40
3 O -0.65 -1.95 1.00  -0.40
4 C 0.76 -0.15 0.40  -0.64
5 C -0.42 0.31 -0.45  0.23
6 C 0.22 0.90 -1.77  -1.14
7 O -1.21 1.24 0.18  -0.29
8 H -1.02 -2.41 1.78  0.37
9 H 1.23 0.78 0.70  0.49
10 H 1.41 -0.81 -0.16  0.40
11 H -1.20 -0.44 -0.69  0.38
12 H 0.78 1.78 -1.51  0.36
13 H 0.74 0.15 -2.34  0.39
14 H -0.60 1.28 -2.38  0.38
15 H -0.84 1.41 1.07  0.45

## Properties
ΔE to the lowest compared entry with this formula, charge and spin	9.0	kcal/mol
max |F|	2.07	eV/Å
spin multiplicity	2
expectation value of S²	0.755
orbital gap (alpha / beta)	12.53 / 5.23	eV
net charge	+1
HOMO (alpha / beta)	-16.0 / -15.3	eV
energy	-10409.96875	eV



Formula: C5H11F3OSi
Source: the OMol25 dataset
Level of theory: wB97M-V/def2-TZVPD

Last column: Mulliken charge in e.
Element x y z (Å)
1 C 0.69 -2.10 -0.74  -0.97
2 C -1.44 0.16 -1.49  -1.43
3 C 1.51 1.08 -1.20  -1.31
4 C -0.83 1.09 1.61  0.16
5 C 0.16 0.14 1.15  0.63
6 O 1.11 -0.28 1.91  -0.41
7 F -0.78 2.28 1.02  -0.25
8 F -0.66 1.33 2.96  -0.33
9 F -1.16 -1.35 1.43  -0.64
10 Si 0.33 -0.29 -0.77  0.42
11 H 1.62 -2.37 -0.14  0.32
12 H -0.23 -2.57 -0.21  0.25
13 H 0.93 -2.38 -1.79  0.34
14 H -1.80 0.09 -2.43  0.48
15 H -2.04 -0.59 -0.99  0.38
16 H -1.75 0.96 -0.95  0.49
17 H 0.99 2.04 -1.48  0.29
18 H 2.01 1.46 -0.40  0.48
19 H 2.22 0.74 -1.87  0.43
20 H -1.98 0.76 1.55  0.26
21 H 1.10 -0.21 2.84  0.41

## Properties
ΔE to the lowest compared entry with this formula, charge and spin	79.8	kcal/mol
max |F|	5.72	eV/Å
orbital gap	10.77	eV
HOMO	-10.7	eV
energy	-23438.92939	eV



Formula: C6H11NO
Source: the OMol25 dataset
Level of theory: wB97M-V/def2-TZVPD

Last column: Mulliken charge in e.
Element x y z (Å)
1 C -1.02 0.67 -0.71  -0.09
2 C -1.27 -0.71 -0.29  -0.53
3 C -1.73 -1.19 0.85  -0.51
4 C 0.54 0.48 -0.99  -0.45
5 C 1.02 -0.93 -1.00  -0.56
6 C 1.64 0.11 -0.05  -0.14
7 H -0.20 1.36 0.99  0.27
8 H -1.88 1.72 0.94  0.26
9 H -1.43 1.08 -1.55  0.51
10 H -1.30 -1.25 -1.40  0.26
11 H -1.13 -0.71 1.76  0.15
12 H -2.00 -2.27 1.01  0.29
13 H 0.70 0.90 -1.88  0.53
14 H 0.45 -1.62 -0.24  0.34
15 H 1.56 -1.49 -1.97  0.24
16 H 2.43 0.79 -0.25  0.50
17 H 3.26 -0.03 2.00  0.28
18 N -1.01 1.61 0.41  -0.68
19 O 1.45 -0.05 1.34  -0.65

## Properties
ΔE to the lowest compared entry with this formula, charge and spin	250.3	kcal/mol
max |F|	7.16	eV/Å
orbital gap	6.26	eV
HOMO	-8.9	eV
energy	-9927.59943	eV



Formula: CH2MgNaO3
Source: the OMol25 dataset
Level of theory: wB97M-V/def2-TZVPD

Last column: Mulliken charge in e.
Element x y z (Å)
1 O 1.86 0.54 0.35  -0.51
2 C -0.01 0.34 0.50  0.40
3 O -0.65 -0.46 1.18  -0.54
4 O -0.19 0.41 -0.78  -0.46
5 H 2.46 -0.10 0.74  0.22
6 Na -2.11 -1.42 -0.49  0.95
7 Mg 1.35 1.56 -1.35  1.01
8 H 0.18 2.05 0.42  -0.07

## Properties
ΔE to the lowest compared entry with this formula, charge and spin	80.5	kcal/mol
max |F|	3.17	eV/Å
orbital gap (alpha / beta)	6.52 / 6.52	eV
net charge	+1
HOMO (alpha / beta)	-12.1 / -12.1	eV
energy	-17065.23193	eV